No. 1
DFT (the ωB97M-V functional and the def2-TZVPD basis) results for a structure of composition C39H38BFGeNO5Tc.

Geometry as XYZ:
```
87
Properties=species:S:1:pos:R:3:forces:R:3:nbo_charge:R:1
C -4.3838 -2.9467 -0.1863 0.03 0.02 -0.10 -0.1835
H 0.3568 3.9278 -3.4622 -0.01 0.01 -0.01 0.2709
H -2.6038 6.6599 -2.9095 0.00 0.00 0.01 0.2228
H 3.1278 -3.2732 0.2374 0.01 -0.01 -0.01 0.2180
C -0.0853 3.9292 -2.4782 0.01 -0.01 -0.03 0.1851
C -0.1466 -4.1254 -0.4954 0.00 -0.07 0.01 -0.4002
C 1.6375 -4.4686 -2.0878 0.00 0.04 -0.01 -0.1943
F -2.8087 5.1877 2.9793 0.00 0.01 0.01 -0.2824
H 2.5652 -6.4005 -2.0572 0.00 0.00 0.00 0.2350
H 4.0487 0.7591 2.3634 0.01 -0.01 0.01 0.2132
H -2.7418 7.1885 1.3913 0.00 0.00 0.00 0.2576
O 1.1419 1.7737 -3.5640 -0.09 -0.11 -0.03 -0.4885
H -4.0230 -1.7788 -3.8566 -0.01 0.00 0.00 0.2285
H 0.4115 6.8224 -2.5077 0.00 -0.02 0.03 0.2243
C 3.5328 -1.9284 1.8958 0.05 -0.03 0.00 0.2568
C 4.3693 -0.9258 1.0327 0.02 -0.01 0.02 0.2525
Ge -1.5280 -3.0301 0.2921 0.21 -0.02 0.10 1.5993
H -0.9073 8.1731 -0.8572 -0.01 0.01 0.01 0.2393
C -2.2657 5.1372 1.7700 0.01 0.00 -0.02 0.4310
H 0.6273 5.5650 -4.6101 0.00 -0.01 0.01 0.2297
C -1.1655 3.9444 0.0342 0.04 -0.03 0.13 -0.0442
H -0.6096 -5.8322 0.7436 0.00 -0.01 0.00 0.2238
C 1.8081 -5.7636 -1.6194 0.00 -0.02 0.00 -0.1821
H -0.4043 6.9445 -4.8904 0.00 0.00 0.00 0.2585
C 4.8591 0.2819 1.8095 -0.03 0.00 -0.01 -0.6409
C -2.2827 6.2944 0.9881 0.00 0.00 0.03 -0.1922
Tc 0.3577 0.1655 -0.2600 -0.11 -0.39 0.11 0.8980
H -1.7318 3.0846 1.9432 0.00 0.00 0.00 0.2607
H 2.2546 -4.0975 -2.8960 0.00 0.00 0.01 0.2299
C 3.9286 -1.9960 3.3522 -0.02 0.00 -0.01 -0.6379
H -6.4932 -2.9482 -0.5614 0.00 0.00 0.00 0.2343
C 5.4831 -1.5547 0.2300 -0.01 0.00 -0.01 -0.6368
C -4.1214 -2.0943 -2.8264 0.08 0.00 -0.01 -0.2215
H -2.0091 -2.1378 -2.4891 0.00 0.01 -0.01 0.1996
H 6.2181 -1.9983 0.9035 0.00 0.00 0.00 0.2352
C -0.6042 2.7293 -0.4720 0.02 -0.03 -0.17 0.4243
C -0.5090 -1.2098 0.0460 0.06 0.44 -0.09 0.0973
H 5.9850 -0.7892 -0.3599 0.01 0.00 0.00 0.2373
H 1.1204 -7.2629 -0.2479 0.00 0.00 0.00 0.2357
H 0.1234 -4.2635 2.4448 0.01 -0.01 0.00 0.2181
H 3.2721 -2.6923 3.8726 0.01 0.00 0.01 0.2333
C -1.1635 5.1083 -0.7604 0.02 0.01 -0.04 0.1531
C -1.6410 -3.0457 2.2051 0.05 -0.01 0.06 -0.4213
O 0.2889 0.3105 -2.1092 0.14 -0.04 -0.01 -0.5888
C -0.7010 -3.6804 4.3320 0.04 -0.02 -0.03 -0.2035
H -1.6101 8.0814 -3.1969 -0.01 -0.01 -0.01 0.2510
C -0.3350 6.0024 -4.3491 0.00 0.00 0.01 -0.6367
O 2.1560 -1.3626 1.8072 -0.03 0.10 0.01 -0.7134
C 3.4355 -3.3145 1.2837 -0.04 0.01 -0.01 -0.6367
C -5.3793 -2.3226 -2.2842 -0.04 0.00 0.00 -0.1693
H 0.5284 -2.6535 -1.9316 0.02 0.01 0.01 0.2030
C -1.7623 7.5423 -1.1188 0.03 -0.02 0.01 -0.4326
C -2.6597 -2.2819 4.2526 -0.02 0.01 -0.03 -0.1933
C 0.5266 1.5770 -2.5651 0.02 0.47 -0.03 0.7555
O -0.6447 1.6768 0.3466 -0.09 0.04 -0.05 -0.6162
H -6.2612 -2.1768 -2.8937 0.00 0.00 0.00 0.2331
H -2.6575 8.1202 -0.8939 -0.01 -0.01 0.00 0.2513
H 4.9516 -2.3649 3.4414 0.00 0.01 0.00 0.2348
N -0.5876 5.0560 -2.0313 0.01 0.01 0.06 -0.2585
C -0.6645 -3.7151 2.9457 -0.09 0.05 0.07 -0.2088
C -0.0815 2.7241 -1.7686 -0.02 -0.19 0.07 -0.3350
H 5.2822 1.0059 1.1146 0.00 0.00 0.00 0.2354
H 3.8615 -1.0266 3.8401 0.00 0.00 0.00 0.2293
C -2.6330 -2.3168 2.8666 0.05 -0.05 0.04 -0.2196
H -4.4982 -3.3059 0.8282 0.01 0.02 0.04 0.2245
H -3.4335 -1.7248 4.7638 0.00 0.00 0.00 0.2296
H -1.1389 5.3548 -4.7033 0.00 0.01 -0.01 0.2288
C -1.6965 7.1810 -2.5907 -0.02 0.01 0.00 -0.4115
H 5.6355 -0.0068 2.5169 0.01 0.00 -0.01 0.2395
H -1.7275 -2.9473 6.0639 0.00 0.00 0.00 0.2333
C -3.1182 -2.7099 -0.7227 -0.02 0.04 -0.13 -0.5285
C -1.6983 -2.9682 4.9825 -0.01 0.00 0.02 -0.1713
H -3.3834 -1.7721 2.3068 -0.03 -0.01 -0.02 0.2177
H 0.0471 -4.2124 4.9046 0.00 0.00 0.01 0.2295
C -2.9898 -2.2921 -2.0508 -0.13 -0.01 0.08 -0.1333
C 0.0216 -5.4347 -0.0429 0.04 0.01 -0.02 -0.2195
C -5.5118 -2.7530 -0.9721 0.01 -0.01 0.02 -0.1955
B 2.1756 -0.6316 0.6857 -0.03 -0.17 0.06 0.9274
C 0.9981 -6.2482 -0.6024 -0.02 0.01 0.01 -0.1924
C -1.7360 6.3012 -0.2716 0.00 0.05 -0.06 0.0131
H 4.3913 -3.8337 1.3461 0.00 -0.01 0.01 0.2363
C 0.6643 -3.6531 -1.5286 -0.03 -0.02 -0.01 -0.2493
H 5.1151 -2.3259 -0.4428 0.00 0.01 0.00 0.2290
O 3.3461 -0.3987 0.0751 -0.11 0.00 -0.05 -0.7141
C -0.4845 6.3114 -2.8703 0.00 0.01 -0.03 -0.0263
C -1.7232 3.9682 1.3236 0.00 -0.01 -0.01 -0.2527
H 2.6919 -3.8921 1.8330 0.02 -0.01 0.01 0.2274
```
Positions in Å, forces in eV/Å.

Summary:
* ΔE to the lowest compared entry with this formula, charge and spin: 0.0 kJ/mol
* HOMO level: -13.9 eV
* charge: +2
* E_tot: -114882.5548 eV

No. 2
DFT (the ωB97M-V functional and the def2-TZVPD basis) results for a cluster of 6 separate species, C39H38BrN2O12 in total in a non-equilibrium geometry.

Geometry as XYZ:
```
92
Properties=species:S:1:pos:R:3:forces:R:3:mulliken_charge:R:1
C 0.6969 5.7315 -2.4322 -0.09 -0.36 0.36 -0.6279
C 10.2256 -2.6552 1.0699 0.39 -0.01 -0.13 -0.4224
H 5.1088 -1.5190 1.1294 0.96 1.19 -0.88 0.3268
O -0.3287 2.0506 1.4995 -1.35 -5.27 -6.85 -0.5951
C -7.7804 -1.0840 1.4398 -0.40 -0.08 0.09 -0.2938
H -2.0399 2.9928 -0.3430 0.21 -2.94 -0.20 0.2225
H 7.3084 -1.3586 -0.3340 0.19 -0.11 0.12 0.5999
H 0.0826 3.4124 -5.5518 -0.02 0.00 0.04 0.4413
H -3.6307 2.3066 1.5806 -0.06 0.03 0.06 0.4732
C -8.6690 -2.9307 0.0913 -0.66 -0.60 -0.37 0.2737
C -7.4164 3.2884 1.1426 0.07 0.20 -0.45 -0.4973
C -3.4814 -6.8791 2.4693 0.09 0.03 -0.50 -0.4043
O -5.4946 -0.5806 1.1675 -0.38 -0.28 -0.10 -0.5136
H 10.5281 -3.1727 1.9724 -0.04 0.01 -0.02 0.4277
H -0.0920 0.1098 -2.0526 2.18 0.56 1.52 0.3752
H 5.8674 0.9313 -2.0735 -1.40 0.55 2.13 0.2098
H -6.1599 -4.0066 2.2222 0.01 -0.04 0.01 0.2943
H -7.8725 -0.2883 2.1693 0.00 0.00 0.02 0.4587
H 1.0311 1.4802 -1.2706 -0.57 -2.33 -0.01 -0.0574
H -7.2398 -3.9257 -1.2311 0.00 0.02 0.08 0.4168
C -5.5519 2.2376 2.4788 0.50 0.08 -0.19 -0.3083
C 3.0354 -0.3946 -0.0679 0.65 -0.75 -1.20 -0.1206
C 0.0270 3.5678 -3.3720 -0.28 -0.55 -0.07 0.4091
C -1.9141 1.8195 -0.5233 0.92 -0.02 -0.44 -0.3994
C 0.6910 5.3464 -4.9257 -0.12 -0.43 -0.18 -0.3925
H -8.4691 3.5341 1.0748 0.02 -0.01 0.03 0.4461
O -7.7788 2.2924 3.2471 0.48 0.12 -0.60 -0.5934
H 4.7690 -1.1629 -1.3330 -0.19 2.02 1.57 0.3180
H -6.8505 4.1206 -0.7258 0.04 -0.01 0.02 0.4338
C -6.2955 -2.3632 -0.1490 -0.26 -0.01 -0.33 -0.4314
H -3.2333 -6.6516 0.3739 -0.04 0.03 0.01 0.4150
C 11.0940 -2.3404 0.1040 -0.11 -0.19 0.42 -0.4009
C -7.3318 -3.1300 -0.5016 0.32 0.27 -0.07 -0.2446
H -5.2494 1.7201 3.3813 -0.05 0.00 -0.05 0.4108
H -5.3080 -2.4966 -0.5737 -0.12 0.04 0.07 0.4053
C -5.4331 -4.7997 2.3484 -0.06 -0.03 0.45 0.1057
N 5.5849 -0.7130 0.6266 -2.05 1.66 0.27 -0.3415
O 0.0895 0.0445 0.0765 -0.48 3.66 -0.24 -0.3694
C 0.9376 6.2574 -3.7906 0.31 1.08 -0.27 0.2521
H 2.6854 -0.1439 -2.4148 -1.23 -0.61 1.99 0.3119
C -4.6835 2.5523 1.5128 -0.14 -0.07 0.45 -0.0819
O -4.9668 -4.7473 0.0393 0.42 -0.66 0.64 -0.5134
O -0.3624 2.4218 -3.1943 0.38 0.67 -0.29 -0.5200
H -2.7545 -7.6722 2.5955 -0.03 0.01 0.04 0.4061
N 5.4027 2.2339 -0.3126 1.46 0.52 -0.96 -0.0916
H 0.8819 6.4128 -1.6108 -0.03 0.04 -0.04 0.4910
O 1.3269 7.4034 -3.9684 -0.27 -0.94 0.20 -0.5385
H 6.0673 2.8607 -0.8591 -1.13 -0.82 0.87 0.4675
C -5.1763 -5.3474 3.5402 -0.27 0.35 -0.28 -0.5530
H 12.1468 -2.5862 0.1718 -0.03 0.02 -0.04 0.4226
C 6.1458 1.8242 0.9395 1.17 0.09 3.00 -0.5359
C 0.2676 4.0938 -4.7304 0.12 0.29 -0.24 -0.4308
O -3.9477 -6.9315 4.7784 -0.16 0.39 -0.83 -0.5398
C -6.5480 3.6031 0.1767 -0.44 -0.02 0.14 -0.4759
H 0.0931 4.0780 -1.2467 -0.07 -0.01 0.03 0.5147
O 7.9987 -2.6004 1.8383 0.34 0.24 -0.46 -0.5531
C 10.6605 -1.6339 -1.1178 0.79 0.24 -0.78 0.2386
H -2.9018 1.2331 -0.2679 2.16 1.14 -0.25 0.2255
C 2.1233 -0.5407 -1.4516 -0.75 0.14 0.73 -0.9677
C -8.8168 -1.8508 1.0872 0.15 0.37 0.30 -0.4217
H 6.4670 0.1248 2.4323 -1.72 0.86 -1.78 0.3624
H 5.9686 2.6985 1.7326 0.42 -2.00 -1.79 0.3312
O 11.4564 -1.3444 -2.0005 -0.63 -0.18 0.64 -0.5367
H -9.8043 -1.7174 1.5118 0.01 -0.02 -0.02 0.4544
H 7.3222 1.8372 0.7396 -2.69 -0.34 0.01 0.3043
C 9.2295 -1.2897 -1.2322 -0.34 -0.01 0.28 -0.3328
C -4.7326 -5.2505 1.1294 -0.11 0.24 -0.67 0.5377
H 4.6299 0.5442 2.2421 2.00 0.14 -1.50 0.3248
H 4.0623 1.4484 -1.8329 2.23 -0.78 1.25 0.3383
C 8.7946 -2.3110 0.9555 -0.36 -0.25 0.56 0.2313
C 8.3611 -1.6044 -0.2662 0.15 0.15 -0.67 -0.0632
H 8.9270 -0.7722 -2.1347 0.06 -0.04 -0.05 0.4248
H 1.8793 -1.6800 -1.6681 0.49 2.44 0.60 0.4076
C -3.7381 -6.3314 1.2775 0.23 -0.29 0.28 -0.4508
C 0.2736 4.4789 -2.2369 0.18 0.34 0.17 -0.0481
H -1.6898 1.6563 -1.6764 -0.42 0.25 2.67 0.1289
C -6.4433 -1.2833 0.8468 0.40 0.23 -0.02 0.4668
O -9.6176 -3.6334 -0.2294 0.64 0.51 0.26 -0.5590
C 4.6471 -0.3113 -0.5054 -1.09 -1.10 -0.47 -0.2471
C -5.1170 3.2589 0.2911 0.42 0.10 -0.36 0.4044
C 5.0362 1.0995 -1.2438 -1.49 -1.92 -1.93 -0.6289
C -4.1819 -6.4283 3.6883 0.19 -0.45 0.94 0.2718
H 2.9287 -1.4335 0.4867 0.15 2.40 -0.78 0.1905
C -0.6362 1.3049 0.4177 0.23 3.22 4.37 0.7005
O -4.3211 3.5483 -0.5917 -0.55 0.01 0.36 -0.5555
C 0.7416 0.3325 -1.2318 -0.12 0.00 -1.39 -0.0441
C 5.6410 0.4232 1.6244 0.54 -0.07 1.16 -0.4944
H 2.6965 0.5094 0.5953 0.54 -1.87 -1.24 0.1849
H 0.8714 5.7473 -5.9159 -0.01 0.02 0.05 0.4225
Br 3.9135 3.3695 0.0674 0.03 -0.23 0.06 0.1957
H -5.6812 -5.0273 4.4438 0.03 -0.04 -0.01 0.4297
C -6.9829 2.5818 2.3644 -0.48 -0.21 0.66 0.2915
```
Positions in Å, forces in eV/Å.

Summary:
* HOMO level: -11.5 eV
* charge: +1
* E_tot: -138632.9202 eV